No. 1
Molecular formula: C36H38N4O2RuS2Si
Method: DFT, the ωB97M-V functional and the def2-TZVPD basis

The LUMO energy (spin up / spin down) comes out at -5.667 / -8.362 eV. The gap between HOMO and LUMO (spin up / spin down) is 7.8612 / 5.2004 eV. Its charge is +2. Its spin multiplicity is 5. As for the HOMO energy (spin up / spin down): -13.53 / -13.56 eV.

Each line ends with the Löwdin charge.
Element x y z (Å)
Ru1 0.5348 0.4505 -1.0678  1.34
S1 -1.7736 3.3193 -0.5058  1.04
S2 0.3242 5.2270 -1.2755  1.05
Si1 -2.0799 -0.2402 0.3156  0.62
O1 2.5831 0.8283 -1.4324  -0.17
O2 5.0330 0.2392 -1.9808  0.15
N1 0.5905 0.3615 1.2578  -0.27
N2 0.6704 -1.5908 -1.3080  0.10
N3 1.9064 3.0359 -1.5674  0.07
N4 0.6977 2.5895 -1.2011  -0.19
C1 0.7643 -2.7341 -1.3769  -0.05
C2 0.8650 -4.1487 -1.4404  -0.21
C3 1.9541 -0.8603 3.0116  -0.16
C4 6.7456 3.2906 -2.7184  0.00
C5 -2.2967 -2.7024 1.7027  -0.10
C6 1.3999 -4.7705 -2.5723  -0.01
C7 1.2636 1.5204 3.3752  -0.15
C8 1.3696 1.4741 1.8476  -0.20
C9 0.5011 -6.2678 -0.3903  -0.04
C10 -1.3563 5.9035 -1.1304  -0.46
C11 -2.2672 -2.0956 0.4427  -0.27
C12 6.5105 1.9581 -2.5058  0.02
C13 -2.5961 -2.8792 -0.6678  -0.11
C14 -2.9710 -4.7964 0.7339  -0.07
C15 1.4775 -6.1487 -2.6005  -0.04
C16 -3.9168 1.6073 1.5587  -0.13
C17 -6.0939 0.6582 0.1231  -0.06
C18 -2.6402 -4.0394 1.8499  -0.07
C19 4.1681 2.4933 -2.0295  -0.04
C20 0.4115 -4.8900 -0.3452  -0.02
C21 5.7161 4.2563 -2.6002  -0.04
C22 -0.8562 0.4765 1.5946  -0.23
C23 -6.2615 1.6928 1.0329  -0.06
C24 -4.8397 0.0964 -0.0629  -0.08
C25 -3.7293 0.5655 0.6462  -0.26
C26 1.0302 -6.8925 -1.5133  -0.03
C27 -5.1742 2.1641 1.7546  -0.07
C28 2.8586 2.0666 -1.6643  -0.37
C29 -1.4387 0.2201 -1.4187  -0.36
C30 1.1862 -0.9448 1.6887  -0.18
C31 4.4578 3.8661 -2.2637  0.00
C32 1.2993 0.1090 3.9867  -0.17
C33 5.2247 1.5314 -2.1626  -0.21
C34 -0.1644 3.6020 -1.0237  -0.87
C35 -2.9448 -4.2159 -0.5262  -0.07
C36 -2.1174 5.0635 -0.1298  -0.44
H1 -3.2619 -5.8324 0.8475  0.11
H2 7.2897 1.2153 -2.6002  0.14
H3 0.3506 2.0381 3.6726  0.11
H4 2.4070 1.3362 1.5344  0.12
H5 -1.0541 0.0888 2.5981  0.09
H6 -5.3078 2.9552 2.4810  0.11
H7 -4.7312 -0.7270 -0.7610  0.10
H8 0.3670 -1.6622 1.7550  0.10
H9 0.2894 -0.2322 4.2246  0.11
H10 -1.8012 5.2544 0.8951  0.10
H11 -2.6701 -4.4835 2.8363  0.11
H12 1.0202 2.4124 1.4132  0.10
H13 7.7431 3.6134 -2.9861  0.13
H14 -3.2089 -4.7998 -1.3983  0.12
H15 1.7443 -4.1767 -3.4081  0.13
H16 2.0221 -1.8635 3.4333  0.12
H17 -7.2417 2.1234 1.1882  0.11
H18 2.9813 -0.5381 2.8233  0.12
H19 -1.8133 5.8795 -2.1191  0.09
H20 1.0943 -7.9718 -1.5430  0.12
H21 -0.0081 -4.3831 0.5140  0.11
H22 3.6591 4.5856 -2.1696  0.11
H23 2.0939 2.1236 3.7454  0.12
H24 -1.2672 6.9372 -0.8004  0.10
H25 -2.6058 -2.4466 -1.6620  0.10
H26 1.8657 -1.2984 0.9119  0.10
H27 -1.6080 -0.6019 -2.1171  0.01
H28 -2.0801 -2.1211 2.5933  0.10
H29 5.9358 5.2989 -2.7787  0.12
H30 1.8877 -6.6479 -3.4669  0.12
H31 -3.0885 1.9862 2.1468  0.09
H32 1.8451 0.1187 4.9286  0.12
H33 -1.0819 1.5448 1.6340  0.05
H34 0.1543 -6.8573 0.4470  0.12
H35 4.0913 0.0855 -1.7642  0.09
H36 -3.1938 5.2061 -0.2113  0.10
H37 -1.9026 1.1107 -1.8460  -0.02
H38 -6.9416 0.2803 -0.4326  0.11

Forces on atoms 1 to 3 (eV/Å):
Ru 0.1114 -0.0486 0.0407
S 0.0795 0.0034 -0.0529
S 0.0052 -0.0215 0.0109

***

No. 2
Molecular formula: C36H38N4O5S2Ti
Method: DFT, the ωB97M-V functional and the def2-TZVPD basis

The LUMO energy comes out at -0.119 eV. The gap between HOMO and LUMO is 7.0975 eV. As for the HOMO energy: -7.22 eV.

Each line ends with the Löwdin charge.
Element x y z (Å)
Ti1 0.9394 0.7757 1.8456  0.70
S1 -0.3092 -1.2491 1.7166  0.99
S2 -0.5607 1.3646 -0.0086  0.72
O1 1.2311 -0.5705 4.7801  0.02
O2 2.3634 1.8244 2.6378  -0.16
O3 0.0815 0.3907 7.1250  0.15
O4 -1.3578 2.0102 7.6515  0.11
O5 1.2967 -0.9550 1.3528  -0.59
N1 -1.5901 -2.5834 -0.2614  -0.14
N2 -1.7317 -0.2089 -1.8163  -0.13
N3 -0.5524 1.9670 3.1804  0.08
N4 -1.5181 2.8333 4.9347  0.19
C1 3.1479 1.4951 1.6074  -0.46
C2 0.7795 0.1991 3.9481  -0.32
C3 -1.1968 -0.1647 -0.5582  -0.62
C4 -2.0549 -1.5081 -2.3782  -0.12
C5 2.8849 -0.0166 -1.3213  -0.04
C6 -3.5194 -5.5261 0.4049  -0.05
C7 -2.0705 -3.4962 0.7723  -0.18
C8 -0.7733 1.7829 5.4014  -0.08
C9 -1.2856 -5.5394 -0.4614  -0.04
C10 -2.0590 3.9099 2.7275  0.01
C11 6.6334 3.1688 -0.6001  -0.08
C12 -4.6717 1.7953 -4.9959  -0.08
C13 -4.1663 1.3444 -2.3077  -0.03
C14 -2.5904 -2.4167 -1.3010  -0.16
C15 -2.7032 -7.4587 -0.7678  -0.10
C16 -1.7321 0.8920 -2.7583  -0.15
C17 5.2757 2.8976 -0.5738  -0.04
C18 -0.7117 1.4104 6.8291  -0.48
C19 3.2632 1.4313 -0.9896  -0.47
C20 2.6890 1.8197 0.3659  -0.09
C21 -2.3035 -4.8815 0.2242  -0.23
C22 -3.3927 1.4557 -4.5728  -0.05
C23 4.3717 0.6944 1.9249  0.03
C24 7.5256 2.2166 -1.0761  -0.09
C25 -1.3714 2.9123 3.5873  -0.31
C26 -5.6999 1.9071 -4.0734  -0.09
C27 5.6766 0.7317 -1.4956  -0.04
C28 4.7738 1.6746 -1.0183  -0.19
C29 -5.4439 1.6790 -2.7266  -0.08
C30 -1.1345 -1.3035 0.2188  -0.52
C31 -1.4838 -6.8181 -0.9557  -0.08
C32 -3.1282 1.2326 -3.2284  -0.22
C33 -0.1733 1.2607 4.2979  -0.21
C34 -3.7201 -6.8110 -0.0851  -0.09
C35 7.0408 0.9990 -1.5234  -0.08
C36 2.6163 2.3409 -2.0483  -0.03
H1 -3.9654 1.1603 -1.2582  0.12
H2 -4.6734 -7.3018 0.0635  0.10
H3 -1.3210 -3.5578 1.5607  0.09
H4 -1.8161 3.7033 1.6879  0.06
H5 5.3281 -0.2319 -1.8411  0.10
H6 3.2076 -0.2810 -2.3304  0.09
H7 5.2093 1.3756 2.0930  0.10
H8 -1.7455 4.9251 2.9733  0.09
H9 8.5876 2.4236 -1.0938  0.10
H10 -1.2833 1.7601 -2.2808  0.07
H11 3.3149 -0.7313 -0.6185  0.09
H12 -1.1050 0.6411 -3.6229  0.13
H13 -2.8569 -8.4583 -1.1532  0.10
H14 -3.1408 3.8462 2.8488  0.09
H15 4.2068 0.1147 2.8315  0.10
H16 6.9978 4.1243 -0.2444  0.10
H17 1.5328 2.2045 -2.0465  0.06
H18 -2.9962 -3.1181 1.2378  0.13
H19 -2.0839 3.4214 5.5278  0.18
H20 1.8010 -0.1247 -1.2712  0.07
H21 2.8342 3.3919 -1.8515  0.09
H22 4.5929 3.6452 -0.1862  0.12
H23 -0.6854 -7.3207 -1.4866  0.10
H24 -1.1689 -1.9563 -2.8436  0.14
H25 -2.8259 -3.3940 -1.7216  0.13
H26 -6.2444 1.7626 -2.0026  0.10
H27 -4.8643 1.9643 -6.0475  0.10
H28 3.0033 2.0952 -3.0383  0.10
H29 7.7247 0.2459 -1.8940  0.10
H30 -4.3192 -5.0183 0.9318  0.11
H31 -2.8117 -1.3655 -3.1511  0.13
H32 0.5589 0.0163 6.3364  0.09
H33 1.9251 2.5949 0.3529  0.10
H34 4.6501 0.0300 1.1105  0.08
H35 -6.6984 2.1659 -4.4005  0.10
H36 -3.5226 -1.9882 -0.8946  0.14
H37 -2.5917 1.3590 -5.2972  0.11
H38 -0.3393 -5.0333 -0.6103  0.12

Forces on atoms 1 to 3 (eV/Å):
Ti -0.1507 0.0539 -0.1131
S -0.0360 -0.1682 -0.0785
S -0.0247 0.0466 0.0055

***

No. 3
Molecular formula: C36H38N8O5S4Ti
Method: DFT, the ωB97M-V functional and the def2-TZVPD basis

The LUMO energy comes out at -0.781 eV. The gap between HOMO and LUMO is 6.4825 eV. As for the HOMO energy: -7.26 eV.

Each line ends with the Löwdin charge.
Element x y z (Å)
Ti1 0.0383 -0.1251 0.2239  0.75
S1 0.7136 -2.6762 0.3272  0.72
S2 -1.1287 -1.0324 3.0761  0.84
S3 -0.8801 -1.4633 -1.7257  0.69
S4 -3.8757 -0.9141 0.3987  0.74
O1 1.4073 0.1107 -1.2917  -0.18
O2 -0.2761 -0.2555 3.9675  -0.48
O3 3.1574 2.0080 4.1384  -0.10
O4 -2.8035 1.3425 2.7630  -0.15
O5 -2.3592 5.2614 3.5951  -0.09
N1 0.1373 -3.3582 -4.7359  0.14
N2 -0.6860 3.4376 2.8930  0.16
N3 2.2394 -5.5773 -1.5436  0.14
N4 2.0470 1.7055 -2.7002  0.11
N5 -0.6386 1.9222 1.0842  0.09
N6 1.0925 2.0568 2.6870  0.16
N7 -0.9561 -0.8349 1.6125  -0.55
N8 -0.9343 1.5002 -1.8765  0.06
C1 0.1992 -2.7348 -1.3072  -1.07
C2 4.1312 -0.6036 1.7557  -0.07
C3 -0.2617 2.4837 -2.4830  -0.27
C4 0.6461 -3.6657 -2.2258  -0.38
C5 -4.4910 3.6156 0.4450  -0.08
C6 -3.4773 -2.6770 0.3303  -0.40
C7 4.2342 0.2604 2.8425  -0.02
C8 -1.8742 4.5287 4.6363  -0.23
C9 -3.4136 6.1666 3.8681  -0.07
C10 -0.8205 3.2557 -3.4905  -0.02
C11 1.8580 0.1645 1.2809  -0.16
C12 2.0392 0.4283 -2.2939  -0.46
C13 -3.0634 2.1253 1.6978  -0.27
C14 -0.9747 3.5132 4.2676  -0.15
C15 -0.8500 2.8370 6.5738  -0.08
C16 -2.1843 1.2555 -2.2731  -0.17
C17 -1.6912 3.8699 6.9366  -0.09
C18 -3.8577 1.0966 3.6851  -0.06
C19 4.2126 1.9509 5.0810  -0.07
C20 2.9736 -0.6495 1.0088  -0.16
C21 -0.1003 2.3903 2.2043  -0.33
C22 -5.3192 -0.9267 -0.6946  -0.40
C23 -2.2225 4.7113 5.9603  -0.02
C24 -3.4003 4.0587 -0.2765  -0.08
C25 -2.1540 3.4913 -0.0403  -0.05
C26 1.1753 2.6862 -2.0566  -0.09
C27 2.0184 1.0674 2.3222  -0.17
C28 1.5255 -4.7227 -1.8424  -0.26
C29 0.3386 -3.5184 -3.6106  -0.28
C30 -1.9679 2.4672 0.8758  -0.21
C31 -2.8138 1.9677 -3.2810  -0.03
C32 -0.4912 2.6512 5.2401  -0.02
C33 -2.1198 2.9907 -3.8991  -0.05
C34 2.7946 -0.5830 -3.0897  0.06
C35 3.1777 1.0956 3.1184  -0.22
C36 -4.3190 2.6676 1.4463  -0.02
H1 3.4658 -0.1253 -3.8141  0.09
H2 -4.1568 -3.2424 0.9677  0.04
H3 -3.8294 1.7260 -3.5659  0.11
H4 2.9245 -1.3635 0.2013  0.05
H5 4.9646 -1.2486 1.5054  0.11
H6 -3.7467 6.5400 2.9043  0.09
H7 4.2900 0.9561 5.5258  0.10
H8 -3.0696 7.0015 4.4834  0.10
H9 -2.9080 5.4980 6.2470  0.10
H10 5.1262 0.2689 3.4526  0.10
H11 -3.5076 4.8384 -1.0210  0.10
H12 -5.0446 -1.3618 -1.6559  0.04
H13 1.3655 2.5584 3.5186  0.13
H14 -0.4704 2.1542 7.3237  0.11
H15 -4.2453 5.6650 4.3692  0.10
H16 -2.4557 -2.7822 0.6846  -0.01
H17 -1.2919 3.8653 -0.5720  0.11
H18 3.9689 2.6744 5.8541  0.09
H19 -2.7036 0.4586 -1.7500  0.04
H20 -3.5401 -3.0239 -0.6990  0.04
H21 1.5268 3.6791 -2.3252  0.13
H22 -4.6617 0.5254 3.2174  0.08
H23 5.1684 2.2191 4.6250  0.09
H24 0.1131 1.7994 4.9600  0.09
H25 -3.4199 0.5176 4.4937  0.09
H26 -5.6260 0.1103 -0.8307  0.02
H27 2.0723 -1.2203 -3.6096  0.09
H28 -4.2446 2.0347 4.0916  0.10
H29 -1.9534 4.0263 7.9750  0.10
H30 2.4285 1.9234 -3.6042  0.15
H31 -2.5749 3.5734 -4.6907  0.11
H32 3.3568 -1.2232 -2.4104  0.10
H33 -5.4769 4.0278 0.2638  0.11
H34 -6.1368 -1.4915 -0.2490  0.03
H35 -0.2478 4.0563 -3.9419  0.11
H36 -5.1686 2.3643 2.0413  0.11
H37 -1.3437 3.9710 2.3463  0.12
H38 1.2498 2.5590 -0.9795  0.11

Forces on atoms 1 to 3 (eV/Å):
Ti 0.1188 0.2907 -1.8161
S 0.0522 0.5306 -0.1900
S -0.1695 0.2749 -0.2463

***

Asked for energy above the lowest of the compared OMol25 structures with the same formula, charge and spin across the records above, the calculation gives 0.2 77.7 10.5 kcal per mole in order.
Asked for E_tot across the records above, the calculation gives -2944.3414 -3635.8035 -4651.1346 hartree in order.
Asked for M across the records above, the calculation gives 752.016 718.724 838.886 g mol⁻¹ in order.